Entry from OMol25: the ion C2H3OS with charge -1 at a distorted geometry (the ωB97M-V functional and the def2-TZVPD basis).

The highest occupied orbital energy comes out at -0.1040 Eh. As for the max |F|: 2.42 eV/A. The SMILES is CC([O-])=S. Its relative energy (zero: lowest compared OMol25 entry of this formula, charge and spin) is 0.000 eV. Its HOMO-LUMO gap is 6.99 eV.

Geometry as ORCA input:
```
! wB97M-V def2-TZVPD RIJCOSX def2/J DEFGRID3
* xyz -1 1
C 0.7043 0.0986 0.0955
C -0.7697 -0.1508 -0.0231
O -1.0197 -1.2637 -0.4807
S -2.0157 0.9152 0.3399
H 1.1598 -0.9154 0.0685
H 1.1023 0.6482 0.9224
H 0.8387 0.6680 -0.9225
*
```